# 1
The molecule C20H16ClN3O3, computed with ωB97M-V/def2-TZVPD.

```
43
Properties=species:S:1:pos:R:3:nbo_charge:R:1
C 1.334 4.476 6.973 -0.653
C 1.165 3.535 5.837 0.305
C 2.071 3.007 4.956 -0.322
C 1.344 2.170 4.087 -0.250
C 0.032 2.240 4.496 0.201
C -1.150 1.610 4.002 0.001
N -1.094 0.807 3.011 -0.212
N -2.215 0.221 2.579 -0.431
C -2.294 -0.620 1.497 0.656
O -3.381 -1.030 1.147 -0.583
C -1.021 -0.974 0.817 -0.144
C -1.057 -1.102 -0.567 -0.151
C 0.091 -1.468 -1.260 0.124
C 1.264 -1.727 -0.552 -0.217
C 1.287 -1.616 0.825 -0.210
C 0.150 -1.238 1.519 -0.179
H 0.172 -1.160 2.593 0.227
H 2.199 -1.828 1.362 0.215
H 2.158 -2.018 -1.087 0.207
N 0.128 -1.615 -2.649 -0.589
C -0.814 -1.260 -3.566 0.655
O -1.893 -0.775 -3.308 -0.586
C -0.431 -1.586 -4.982 -0.105
C 0.803 -1.321 -5.569 -0.034
C 1.043 -1.634 -6.898 -0.235
C 0.048 -2.223 -7.658 -0.184
C -1.192 -2.479 -7.097 -0.215
C -1.427 -2.152 -5.776 -0.164
H -2.392 -2.326 -5.324 0.237
H -1.975 -2.925 -7.690 0.221
H 0.243 -2.470 -8.690 0.220
H 2.006 -1.412 -7.331 0.230
Cl 2.079 -0.534 -4.686 0.001
H 1.006 -1.965 -3.008 0.407
H -1.977 -0.910 -1.094 0.262
H -3.111 0.446 3.023 0.377
H -2.085 1.850 4.519 0.170
O -0.070 3.074 5.562 -0.397
H 1.712 1.590 3.267 0.235
H 3.124 3.198 4.936 0.227
H 0.739 5.375 6.813 0.227
H 2.380 4.753 7.069 0.230
H 0.999 4.015 7.901 0.227
```

## Properties
2S+1: 1
Max |F| (eV Å⁻¹): 1.60
SMILES string: Cc1ccc(/C=N/NC(=O)c2cccc(NC(=O)c3ccccc3Cl)c2)o1
Net charge: 0


# 2
A structure of composition C20H16F4N6O3Pd, computed with ωB97M-V/def2-TZVPD.

```
50
Properties=species:S:1:pos:R:3:nbo_charge:R:1
Pd 1.040 -0.068 -0.370 1.210
C 0.679 4.582 -0.619 -0.426
N 1.243 3.926 0.569 -0.329
C 1.515 4.794 1.723 -0.429
C 1.498 2.644 0.588 0.651
O 1.272 1.931 -0.442 -0.642
C 2.086 2.025 1.850 -0.162
O 2.534 0.708 1.635 -0.522
C 3.874 0.555 1.216 -0.162
C 3.963 -0.057 -0.176 0.668
O 2.915 -0.403 -0.813 -0.661
N 5.134 -0.268 -0.717 -0.321
C 6.409 0.005 -0.047 -0.421
C 5.255 -0.857 -2.057 -0.425
H -0.337 4.909 -0.398 0.234
H 0.673 3.897 -1.457 0.245
H 1.290 5.450 -0.858 0.234
H 0.932 5.701 1.600 0.251
H 2.570 5.064 1.768 0.228
H 1.208 4.324 2.654 0.224
H 1.308 1.977 2.615 0.250
H 2.888 2.658 2.235 0.223
H 4.366 -0.122 1.918 0.245
H 4.412 1.506 1.230 0.220
H 6.277 0.247 1.001 0.219
H 6.911 0.831 -0.550 0.235
H 7.033 -0.884 -0.118 0.243
H 4.335 -0.720 -2.613 0.243
H 5.479 -1.920 -1.971 0.234
H 6.074 -0.358 -2.571 0.234
F -6.224 -0.412 0.320 -0.264
C -5.516 -1.486 0.016 0.353
C -6.148 -2.647 -0.246 0.402
F -7.457 -2.681 -0.191 -0.242
C -5.435 -3.865 -0.597 -0.114
C -3.987 -3.737 -0.623 0.403
C -3.373 -2.573 -0.363 0.336
F -2.034 -2.516 -0.372 -0.303
C -4.085 -1.362 -0.044 0.004
C -3.439 -0.166 0.185 -0.324
C -2.032 -0.049 0.049 0.542
N -0.902 0.106 -0.064 -0.484
C -4.056 1.076 0.536 0.234
N -4.430 2.125 0.817 -0.198
F -3.256 -4.794 -0.898 -0.249
C -6.071 -5.035 -0.879 -0.053
C -7.495 -5.193 -0.852 0.203
N -8.625 -5.398 -0.839 -0.115
C -5.383 -6.240 -1.238 0.208
N -4.888 -7.230 -1.544 -0.129
```

## Properties
2S+1: 1
Max |F| (eV Å⁻¹): 0.20
Relative energy (zero: lowest compared OMol25 entry of this formula, charge and spin) (eV): 0.0000
Net charge: +2


# 3
The molecule C20H16FNO4, computed with ωB97M-V/def2-TZVPD.

```
42
Properties=species:S:1:pos:R:3:nbo_charge:R:1
O 2.397 -2.091 -0.520 -0.537
O -2.763 0.512 -1.336 -0.607
F 0.097 1.342 3.613 -0.317
O -1.630 -2.195 -0.859 -0.418
O -3.025 3.371 -0.597 -0.728
C 1.206 -2.163 -0.387 0.522
C -1.577 0.210 -1.304 0.641
C -0.935 -1.083 -0.952 0.233
C 0.375 -0.939 -0.781 -0.116
C -1.146 -5.537 0.684 -0.173
C 0.242 -5.629 0.674 -0.222
C 2.922 2.344 1.540 -0.184
C 2.093 2.259 2.687 -0.279
C -1.810 -4.383 0.183 -0.243
C 1.086 -4.533 0.433 -0.127
C 2.550 1.535 0.343 -0.203
C 0.499 0.984 1.382 -0.311
C 0.873 1.536 2.541 0.407
C -0.965 -3.331 -0.347 0.329
C 0.504 -3.389 -0.169 -0.200
C 1.261 1.016 0.194 0.004
N -0.567 1.158 -1.381 -0.425
C 0.705 0.498 -1.129 -0.074
C -1.770 3.584 -0.132 -0.053
C -0.594 2.408 -2.014 -0.230
C -0.575 3.568 -1.088 -0.444
H -3.068 2.519 -1.045 0.493
H -1.763 -6.385 0.945 0.225
H 0.703 -6.549 0.995 0.218
H 3.805 3.002 1.468 0.226
H 2.294 2.740 3.581 0.226
H -2.911 -4.330 0.003 0.245
H 2.097 -4.681 0.729 0.241
H 3.226 1.541 -0.488 0.211
H -0.465 0.539 1.221 0.227
H 1.376 0.404 -2.038 0.244
H -1.583 4.478 0.572 0.182
H -1.653 2.654 0.430 0.150
H -1.548 2.348 -2.673 0.228
H 0.269 2.489 -2.723 0.209
H -0.555 4.482 -1.791 0.205
H 0.321 3.695 -0.468 0.225
```

## Properties
2S+1: 1
Max |F| (eV Å⁻¹): 4.19
SMILES string: O=C1c2oc3ccccc3c(=O)c2[C@H](c2cccc(F)c2)N1CCCO
Relative energy (zero: lowest compared OMol25 entry of this formula, charge and spin) (eV): 2.5296
Net charge: 0


# 4
The molecule C20H16N2O4, computed with ωB97M-V/def2-TZVPD.

```
42
Properties=species:S:1:pos:R:3:nbo_charge:R:1
O -1.953 -2.830 1.913 -0.583
C -1.237 -2.205 1.162 0.661
N -0.055 -2.720 0.720 -0.629
C 0.839 -2.173 -0.207 0.190
C 0.388 -1.666 -1.425 -0.235
C 1.275 -1.103 -2.319 -0.266
C 2.633 -1.044 -2.018 0.290
C 3.089 -1.582 -0.821 -0.275
C 2.201 -2.146 0.074 -0.228
H 2.558 -2.546 1.010 0.225
H 4.145 -1.552 -0.586 0.211
O 3.468 -0.458 -2.918 -0.667
H 4.375 -0.493 -2.593 0.481
H 0.935 -0.706 -3.263 0.226
H -0.663 -1.717 -1.667 0.227
H 0.284 -3.497 1.274 0.412
C -1.632 -0.857 0.635 0.097
C -2.895 -0.678 0.203 -0.236
C -3.482 0.532 -0.297 0.231
C -3.145 1.867 -0.217 -0.302
C -4.156 2.577 -0.900 -0.314
C -5.035 1.638 -1.348 0.103
O -4.642 0.410 -0.989 -0.386
H -5.945 1.719 -1.910 0.206
H -4.220 3.637 -1.033 0.232
H -2.322 2.306 0.310 0.225
H -3.549 -1.538 0.202 0.250
N -0.670 0.144 0.604 -0.631
C 0.436 0.208 1.410 0.681
O 0.614 -0.544 2.345 -0.594
C 1.404 1.277 1.043 -0.181
C 1.547 1.749 -0.260 -0.136
C 2.508 2.701 -0.547 -0.234
C 3.325 3.195 0.456 -0.193
C 3.192 2.725 1.753 -0.215
C 2.242 1.764 2.042 -0.153
H 2.129 1.373 3.042 0.236
H 3.832 3.103 2.535 0.217
H 4.071 3.942 0.226 0.216
H 2.622 3.055 -1.561 0.218
H 0.940 1.353 -1.061 0.209
H -0.850 0.907 -0.033 0.414
```

## Properties
2S+1: 1
Max |F| (eV Å⁻¹): 1.12
SMILES string: O=C(Nc1ccc(O)cc1)/C(=C/c1ccco1)NC(=O)c1ccccc1
Relative energy (zero: lowest compared OMol25 entry of this formula, charge and spin) (eV): 1.5648
Net charge: 0


Which gap between HOMO and LUMO belongs to each record? In order, 8.3 5.7 8.6 8.2 eV.
Which HOMO energy belongs to each record? In order, -7.8600 -14.2127 -9.1789 -8.0801 eV.